Entry from OMol25: a structure of composition C32H40B11Br6N4O4PSc at a distorted geometry (ωB97M-V with the def2-TZVPD basis set).

```
! wB97M-V def2-TZVPD RIJCOSX def2/J DEFGRID3
* xyz 3 1
Sc 0.221 -2.152 -0.499
O 2.565 0.110 2.239
C 2.255 -0.480 1.279
O 1.626 -1.775 1.286
C 2.390 0.096 -0.107
C 3.220 1.147 -0.457
C 3.211 1.596 -1.751
C 2.415 0.988 -2.729
C 1.607 -0.060 -2.245
N 1.632 -0.480 -0.986
C 0.576 -0.760 -3.086
O 0.161 -0.288 -4.122
O 0.037 -1.831 -2.483
H 3.796 1.618 0.306
H 3.847 2.404 -2.023
H 2.305 1.335 -3.732
Br 2.234 -4.073 -0.822
B 2.667 -4.195 1.085
B 4.070 -5.027 1.590
C 3.641 -5.544 3.185
B 2.432 -5.694 1.994
B 2.071 -5.212 3.655
B 3.457 -4.302 4.320
B 4.676 -4.160 2.986
B 3.988 -3.263 1.672
Br 4.826 -2.055 0.396
B 3.602 -2.776 3.382
Br 4.276 -1.318 4.450
B 2.083 -3.428 3.706
Br 0.805 -3.078 5.220
B 1.405 -4.247 2.337
Br -0.478 -4.114 1.836
B 2.292 -2.797 2.127
Br 0.479 -0.693 5.579
H 4.762 -5.625 0.813
H 4.084 -6.491 3.563
H 2.014 -6.749 1.564
H 1.455 -5.912 4.316
H 3.811 -4.273 5.461
H 5.823 -4.188 3.266
N -3.526 0.174 -3.219
C -2.962 -0.729 -2.061
C -3.576 -0.303 -0.724
C -2.958 -1.154 0.419
N -1.452 -0.900 0.526
C -3.266 -2.638 0.139
C -2.880 -3.163 -1.262
N -1.462 -3.552 -1.261
C -3.199 -2.219 -2.425
H -3.385 1.154 -2.975
H -4.516 0.138 -3.469
H -2.948 -0.075 -4.030
H -1.900 -0.583 -2.056
H -4.676 -0.463 -0.749
H -3.357 0.758 -0.529
H -3.413 -0.877 1.396
H -1.234 -1.075 1.523
H -1.306 0.098 0.350
H -4.354 -2.675 0.284
H -2.736 -3.249 0.836
H -3.479 -4.053 -1.409
H -1.263 -3.828 -2.236
H -1.383 -4.396 -0.733
H -4.280 -2.398 -2.626
H -2.620 -2.499 -3.307
C -5.165 3.654 -0.329
C -4.570 3.213 -1.532
C -3.182 3.001 -1.452
C -2.468 3.127 -0.265
C -3.101 3.424 0.929
C -4.477 3.703 0.895
P -0.657 2.629 -0.262
C -0.015 3.338 -1.808
C -0.266 2.616 -2.968
C 0.183 3.026 -4.219
C 0.917 4.196 -4.361
C 1.168 4.958 -3.221
C 0.688 4.548 -1.970
C -0.017 3.865 0.916
C 1.087 3.446 1.643
C 1.857 4.336 2.443
C 1.469 5.675 2.515
C 0.305 6.075 1.852
C -0.403 5.183 1.032
H -6.192 3.950 -0.345
H -5.097 3.159 -2.462
H -2.597 2.861 -2.371
H -2.524 3.487 1.878
H -5.024 4.042 1.745
H -0.699 1.609 -2.869
H 0.123 2.311 -5.064
H 1.280 4.522 -5.314
H 1.722 5.849 -3.235
H 0.929 5.125 -1.120
H 1.329 2.423 1.484
H 2.646 3.975 3.131
H 1.946 6.360 3.204
H -0.048 7.054 1.958
H -1.356 5.516 0.571
*
```

Output
- energy (eV) = -505657.8909
- lowest unoccupied orbital energy (eV) = -10.443
- frontier orbital gap (Ha) = 0.174
- energy above the lowest of the compared OMol25 structures with the same formula, charge and spin (kcal per mole) = 0.00
- largest force on an atom (eV/Å) = 2.5